{"formula": "C52H64F3O9PSSeW", "method": "wB97M-V/def2-TZVPD", "e_tot_ha": -6204.255304, "charge": 2, "e_above_lowest_ev": 0.865, "homo_energy_ev": -13.634, "gap_ev": 6.40, "elements": ["W", "C", "C", "C", "C", "C", "C", "C", "Se", "C", "C", "C", "C", "C", "C", "O", "C", "C", "C", "C", "C", "C", "C", "C", "C", "O", "C", "C", "C", "C", "C", "C", "H", "H", "H", "H", "H", "H", "H", "H", "H", "H", "H", "H", "H", "H", "H", "H", "H", "H", "H", "H", "H", "H", "H", "H", "H", "H", "H", "H", "H", "H", "H", "H", "H", "H", "H", "H", "H", "H", "H", "H", "C", "O", "C", "C", "O", "C", "H", "H", "H", "H", "H", "H", "H", "H", "H", "H", "O", "S", "O", "O", "C", "C", "C", "C", "C", "C", "P", "C", "C", "C", "C", "C", "C", "C", "C", "C", "C", "C", "C", "H", "H", "H", "H", "H", "H", "H", "H", "H", "H", "H", "H", "H", "H", "F", "C", "F", "F", "C", "O", "O"], "coordinates": [[-0.143, 0.717, 1.361], [0.035, -0.183, -6.227], [-1.384, 0.078, -5.703], [-2.233, -1.192, -5.851], [-2.019, 1.181, -6.556], [-1.294, 0.448, -4.231], [-0.647, -0.394, -3.331], [-0.580, -0.036, -1.997], [0.572, -0.959, -0.710], [-0.375, -2.482, 0.032], [-0.201, -3.745, -0.504], [-0.619, -4.856, 0.220], [-1.159, -4.618, 1.477], [-1.323, -3.359, 2.051], [-0.946, -2.238, 1.289], [-1.038, -0.897, 1.633], [-1.856, -3.244, 3.473], [-2.022, -4.591, 4.182], [-0.859, -2.423, 4.298], [-3.229, -2.567, 3.409], [-0.412, -6.253, -0.340], [-0.837, -7.346, 0.645], [1.084, -6.427, -0.641], [-1.229, -6.400, -1.631], [-1.135, 1.152, -1.496], [-0.963, 1.330, -0.142], [-1.751, 2.037, -2.395], [-1.800, 1.642, -3.732], [-2.277, 3.409, -1.979], [-1.086, 4.280, -1.553], [-2.992, 4.143, -3.120], [-3.259, 3.284, -0.808], [-0.005, -0.381, -7.294], [0.493, -1.035, -5.736], [0.667, 0.684, -6.057], [-2.249, -1.500, -6.893], [-3.258, -1.005, -5.539], [-1.834, -2.006, -5.254], [-2.026, 0.864, -7.596], [-1.451, 2.107, -6.501], [-3.049, 1.372, -6.266], [-0.169, -1.311, -3.638], [0.282, -3.833, -1.467], [-1.473, -5.464, 2.059], [-1.088, -5.146, 4.205], [-2.792, -5.201, 3.717], [-2.329, -4.409, 5.209], [0.063, -2.986, 4.420], [-1.260, -2.224, 5.288], [-0.615, -1.478, 3.813], [-3.936, -3.214, 2.895], [-3.158, -1.635, 2.855], [-3.611, -2.378, 4.409], [-0.267, -7.277, 1.568], [-0.644, -8.322, 0.205], [-1.899, -7.292, 0.870], [1.672, -6.225, 0.251], [1.414, -5.755, -1.427], [1.283, -7.446, -0.963], [-2.292, -6.275, -1.430], [-1.075, -7.390, -2.051], [-0.930, -5.663, -2.371], [-2.250, 2.322, -4.430], [-0.439, 4.472, -2.406], [-0.516, 3.799, -0.756], [-1.453, 5.234, -1.183], [-2.320, 4.360, -3.946], [-3.357, 5.095, -2.746], [-3.846, 3.583, -3.491], [-2.742, 2.966, 0.096], [-4.057, 2.587, -1.056], [-3.706, 4.256, -0.618], [0.121, 1.197, 5.080], [-0.747, 0.774, 4.005], [-2.137, 0.873, 4.366], [-2.837, 1.759, 3.342], [-2.568, 1.227, 2.035], [-3.708, 0.643, 1.388], [0.097, 2.285, 5.178], [1.127, 0.855, 4.842], [-0.194, 0.722, 6.011], [-2.251, 1.307, 5.361], [-2.550, -0.143, 4.356], [-2.412, 2.770, 3.366], [-3.911, 1.806, 3.535], [-4.436, 1.420, 1.147], [-4.187, -0.114, 2.016], [-3.339, 0.173, 0.470], [-0.046, 4.163, 3.643], [0.261, 3.538, 2.403], [-0.889, 3.198, 1.547], [0.872, 2.139, 2.553], [1.437, 4.453, 1.439], [1.530, 5.822, 1.607], [2.437, 6.536, 0.838], [3.274, 5.865, -0.040], [3.182, 4.491, -0.187], [2.225, 3.763, 0.522], [2.103, 1.933, 0.309], [3.697, 1.552, 1.161], [4.899, 1.472, 0.460], [6.082, 1.205, 1.127], [6.090, 1.006, 2.498], [4.905, 1.118, 3.206], [3.721, 1.397, 2.547], [2.497, 1.655, -1.462], [2.092, 2.549, -2.450], [2.345, 2.276, -3.784], [2.988, 1.104, -4.149], [3.358, 0.190, -3.175], [3.104, 0.453, -1.841], [0.901, 6.306, 2.340], [2.487, 7.608, 0.933], [4.009, 6.412, -0.608], [3.848, 3.979, -0.862], [4.923, 1.609, -0.610], [6.998, 1.152, 0.559], [7.011, 0.769, 3.006], [4.891, 0.990, 4.277], [2.812, 1.505, 3.122], [1.593, 3.464, -2.169], [2.051, 2.987, -4.540], [3.211, 0.908, -5.186], [3.855, -0.726, -3.453], [3.404, -0.265, -1.086], [2.547, -3.466, 2.572], [2.900, -2.242, 2.195], [4.210, -2.104, 2.362], [2.659, -2.144, 0.863], [2.091, -1.117, 2.934], [2.166, -0.981, 4.120], [1.394, -0.412, 2.094]]}

---

{"formula": "C52H65ClFN2O31S2", "method": "wB97M-V/def2-TZVPD", "e_tot_ha": -5817.806625, "charge": 1, "homo_energy_ev": -10.581, "gap_ev": 6.04, "elements": ["C", "C", "C", "C", "C", "C", "Cl", "C", "C", "C", "C", "C", "C", "C", "N", "F", "C", "C", "C", "C", "S", "C", "S", "N", "C", "C", "O", "C", "C", "H", "H", "H", "H", "H", "H", "H", "H", "H", "H", "H", "H", "H", "H", "H", "H", "H", "H", "H", "H", "H", "H", "H", "H", "H", "C", "C", "O", "C", "O", "O", "H", "H", "H", "H", "C", "C", "O", "C", "O", "O", "H", "H", "H", "H", "C", "C", "O", "C", "O", "O", "H", "H", "H", "H", "C", "C", "O", "C", "O", "O", "H", "H", "H", "H", "C", "C", "O", "C", "O", "O", "H", "H", "H", "H", "C", "C", "O", "C", "O", "O", "H", "H", "H", "H", "C", "C", "O", "C", "O", "O", "H", "H", "H", "H", "C", "C", "O", "C", "O", "O", "H", "H", "H", "H", "C", "C", "O", "C", "O", "O", "H", "H", "H", "H", "C", "C", "O", "C", "O", "O", "H", "H", "H", "H"], "coordinates": [[4.763, -2.172, 2.469], [4.839, -2.593, 1.023], [4.340, -1.480, -0.081], [3.258, -0.461, 0.662], [3.842, 1.067, 0.991], [2.789, 2.109, 1.728], [3.282, 3.845, 2.212], [1.267, 1.584, 2.032], [0.092, 2.523, 2.762], [-1.207, 2.899, 1.798], [-2.436, 3.778, 2.439], [-2.309, 4.240, 4.032], [-0.993, 3.887, 4.974], [0.226, 3.004, 4.326], [0.820, 0.154, 1.691], [-0.477, -0.224, 1.971], [1.705, -0.901, 1.059], [1.131, -2.445, 0.768], [0.622, -3.193, 2.142], [-0.798, -4.040, 1.949], [-2.322, -2.940, 1.970], [-3.402, -3.201, 0.462], [-2.965, -4.015, -0.969], [-4.815, -2.597, 0.502], [-4.740, -1.076, 0.400], [-6.270, -0.508, 0.647], [-6.787, -0.735, 2.006], [-6.054, -1.814, 2.703], [-5.581, -3.049, 1.725], [4.539, -2.983, 3.293], [4.916, -1.061, 2.843], [5.251, -3.653, 0.681], [5.233, -0.844, -0.527], [3.775, -1.951, -1.011], [4.942, 1.364, 0.722], [-1.297, 2.537, 0.686], [-3.421, 4.088, 1.863], [-3.164, 4.857, 4.541], [-0.894, 4.223, 6.094], [1.196, 2.669, 4.921], [2.087, -3.058, 0.400], [0.316, -2.410, -0.091], [0.518, -2.367, 2.971], [1.423, -3.977, 2.536], [-0.764, -4.797, 1.046], [-0.876, -4.721, 2.926], [-4.418, -0.695, -0.677], [-4.029, -0.593, 1.208], [-6.343, 0.641, 0.436], [-7.015, -1.050, -0.108], [-5.174, -1.302, 3.284], [-6.792, -2.257, 3.514], [-5.035, -3.844, 2.389], [-6.586, -3.556, 1.331], [8.623, 2.112, -1.222], [8.170, 1.181, -0.145], [7.127, 0.451, -0.763], [7.347, 0.508, -2.110], [6.739, -0.152, -2.935], [8.336, 1.399, -2.411], [9.690, 2.340, -1.154], [8.058, 3.051, -1.228], [8.956, 0.483, 0.163], [7.801, 1.712, 0.737], [-5.478, 4.770, 7.655], [-6.504, 5.847, 7.794], [-5.941, 6.928, 7.075], [-5.062, 6.393, 6.177], [-4.524, 7.021, 5.281], [-4.865, 5.063, 6.413], [-5.922, 3.771, 7.642], [-4.718, 4.812, 8.443], [-7.460, 5.576, 7.333], [-6.678, 6.124, 8.837], [-9.442, -4.099, 0.090], [-9.593, -5.464, 0.679], [-10.950, -5.777, 0.431], [-11.345, -5.018, -0.633], [-12.404, -5.156, -1.221], [-10.400, -4.086, -0.951], [-8.438, -3.924, -0.305], [-9.687, -3.306, 0.805], [-8.962, -6.207, 0.179], [-9.380, -5.481, 1.751], [7.717, -1.719, 5.416], [9.171, -1.920, 5.136], [9.310, -1.475, 3.800], [8.281, -0.611, 3.560], [8.186, 0.089, 2.566], [7.372, -0.632, 4.579], [7.524, -1.477, 6.465], [7.113, -2.588, 5.134], [9.810, -1.306, 5.781], [9.473, -2.966, 5.230], [-0.955, 2.217, -4.072], [0.017, 2.082, -2.945], [-0.803, 1.735, -1.846], [-1.935, 1.170, -2.359], [-2.785, 0.602, -1.693], [-1.992, 1.322, -3.715], [-0.518, 1.939, -5.035], [-1.371, 3.227, -4.147], [0.743, 1.279, -3.113], [0.557, 3.013, -2.748], [6.196, -0.376, -6.253], [6.901, 0.924, -6.465], [6.785, 1.134, -7.860], [5.698, 0.422, -8.279], [5.205, 0.508, -9.391], [5.233, -0.397, -7.290], [5.712, -0.432, -5.274], [6.862, -1.237, -6.370], [6.415, 1.754, -5.941], [7.952, 0.882, -6.165], [7.069, -3.614, -8.481], [6.771, -5.076, -8.569], [7.595, -5.637, -7.564], [7.848, -4.647, -6.659], [8.385, -4.822, -5.579], [7.421, -3.435, -7.121], [6.206, -2.996, -8.742], [7.919, -3.322, -9.107], [5.725, -5.304, -8.337], [7.017, -5.492, -9.550], [-0.991, 5.195, -8.142], [0.497, 5.164, -8.007], [0.704, 5.429, -6.632], [-0.440, 5.067, -5.982], [-0.551, 5.002, -4.769], [-1.442, 4.786, -6.865], [-1.353, 4.514, -8.917], [-1.372, 6.201, -8.347], [0.918, 4.182, -8.245], [0.987, 5.921, -8.626], [1.969, 1.059, 6.845], [1.671, -0.402, 6.756], [2.495, -0.964, 7.761], [2.748, 0.027, 8.666], [3.285, -0.149, 9.747], [2.321, 1.238, 8.204], [1.106, 1.677, 6.583], [2.819, 1.351, 6.219], [0.625, -0.630, 6.988], [1.917, -0.819, 5.776], [-11.866, -0.740, -2.938], [-10.577, -1.264, -2.393], [-9.885, -0.090, -2.012], [-10.826, 0.875, -1.799], [-10.596, 1.963, -1.297], [-12.058, 0.465, -2.220], [-12.700, -1.428, -2.770], [-11.805, -0.509, -4.007], [-10.722, -1.892, -1.507], [-10.008, -1.826, -3.138]]}